An isolated molecule of C6H7N. Source: OMol25; level of theory: wB97M-V/def2-TZVPD.

## Properties
Orbital gap (alpha / beta) in Eh: 0.29724 / 0.29714
Highest occupied orbital energy (alpha / beta) in eV: -8.7 / -8.7
Structure (SMILES): CC1=NCC=C=C1

Each line ends with the Mulliken charge.
CARTESIAN COORDINATES (ANGSTROEM)
C -0.333 -0.800 -1.205  -0.26
C -1.884 -1.085 0.318  -0.51
C -1.467 -1.465 -0.880  -0.25
C 0.471 0.028 -0.094  0.61
C -1.659 0.412 0.769  -0.32
C 1.996 0.193 -0.031  -1.03
N -0.252 0.870 0.584  -0.44
H 0.064 -0.901 -2.279  0.28
H -2.568 -1.632 0.813  0.50
H -2.374 1.210 0.439  0.30
H -1.908 0.180 1.857  0.21
H 2.481 0.665 -0.821  0.33
H 2.404 -0.788 0.272  0.27
H 2.074 0.858 0.885  0.30


An isolated molecule of C6H7N. Source: OMol25; level of theory: wB97M-V/def2-TZVPD.

## Properties
Orbital gap in Eh: 0.34580
Highest occupied orbital energy in eV: -8.5
Structure (SMILES): [H]/N=c1/cc1C1CC1

Each line ends with the Mulliken charge.
CARTESIAN COORDINATES (ANGSTROEM)
C -2.285 -1.325 -0.359  -0.49
C -1.115 -0.746 0.040  0.05
C -2.415 0.051 0.105  0.42
C 1.171 0.091 -0.763  -0.63
C 1.012 0.524 0.627  -0.60
C 0.308 -0.738 0.151  -0.06
N -3.009 1.120 0.260  -0.76
H -2.819 -2.102 -0.952  0.30
H 0.641 0.434 -1.585  0.32
H 2.000 -0.426 -1.049  0.28
H 2.012 0.660 1.177  0.26
H 0.539 1.467 0.663  0.26
H 0.796 -1.553 0.600  0.41
H -2.446 1.881 0.380  0.25


An isolated molecule of C6H7N. Source: OMol25; level of theory: wB97M-V/def2-TZVPD.

## Properties
Orbital gap in Eh: 0.31437
Highest occupied orbital energy in eV: -8.1

Each line ends with the Mulliken charge.
CARTESIAN COORDINATES (ANGSTROEM)
C 2.107 0.769 -0.077  -0.51
C 0.890 -1.008 0.561  -0.50
C 0.847 1.185 -0.396  -0.17
C -1.448 0.636 -0.400  -0.34
C 2.086 -0.601 0.360  -0.32
C -2.678 -0.244 -0.140  -0.77
N -0.130 0.179 -0.077  0.16
H 3.035 1.244 -0.304  0.38
H 0.429 -1.855 0.904  0.43
H 0.642 2.172 -0.799  0.37
H 2.933 -1.067 0.681  0.46
H -2.921 -0.025 0.869  0.29
H -2.440 -1.376 -0.263  0.23
H -3.353 -0.009 -0.919  0.28